{"formula": "C18H54O9", "method": "ωB97M-V/def2-TZVPD", "charge": 0, "multiplicity": 1, "smiles": "CCO.CCO.CCO.CCO.CCO.CCO.CCO.CCO.CCO", "orbital_gap_ev": 9.365, "symbols": ["C", "C", "O", "H", "H", "H", "H", "H", "H", "C", "C", "O", "H", "H", "H", "H", "H", "H", "C", "C", "O", "H", "H", "H", "H", "H", "H", "C", "C", "O", "H", "H", "H", "H", "H", "H", "C", "C", "O", "H", "H", "H", "H", "H", "H", "C", "C", "O", "H", "H", "H", "H", "H", "H", "C", "C", "O", "H", "H", "H", "H", "H", "H", "C", "C", "O", "H", "H", "H", "H", "H", "H", "C", "C", "O", "H", "H", "H", "H", "H", "H"], "positions_angstrom": [[-0.207292, -0.233782, -0.978496], [0.988758, -1.143962, -1.239506], [1.415888, -1.617332, 0.069684], [-0.994522, -0.716942, -0.399766], [-0.744362, 0.128238, -1.855206], [0.159838, 0.631468, -0.426556], [1.829278, -0.668532, -1.745066], [0.726048, -2.074682, -1.742346], [0.605928, -1.689842, 0.579894], [-2.006222, -4.729052, -0.847126], [-2.905142, -4.440952, 0.294664], [-3.346182, -3.157132, 0.186164], [-1.366172, -5.590322, -0.655686], [-1.387152, -3.841022, -0.974556], [-2.547322, -4.977332, -1.760186], [-2.303552, -4.471442, 1.203104], [-3.726152, -5.119172, 0.527164], [-3.889582, -3.133532, 0.977214], [1.012548, 1.660158, 3.622344], [1.682268, 1.613138, 2.214234], [3.101808, 1.668838, 2.376334], [1.046938, 0.622428, 3.954054], [-0.033202, 1.967438, 3.613164], [1.551398, 2.299398, 4.321714], [1.467038, 2.547588, 1.695984], [1.589228, 0.722328, 1.593024], [3.533198, 1.509868, 1.533584], [2.833938, 2.346118, -1.585016], [4.309418, 2.718638, -1.280436], [4.719128, 2.132058, -0.020986], [2.177028, 2.704128, -0.792296], [2.699348, 1.265598, -1.634626], [2.536148, 2.794528, -2.532826], [4.455978, 3.796288, -1.207756], [4.888218, 2.347088, -2.126036], [5.395168, 2.743908, 0.279354], [-1.509952, 5.176508, -0.876416], [-1.097742, 4.002268, -1.766836], [-1.185922, 2.779058, -1.054446], [-2.167552, 4.830428, -0.078986], [-2.063792, 5.909898, -1.462516], [-0.748842, 5.704588, -0.302016], [-0.181342, 4.227048, -2.312536], [-1.954882, 4.033238, -2.439486], [-2.064962, 2.429898, -1.218706], [-5.147962, 3.381418, -1.372006], [-4.890462, 1.881268, -1.168076], [-3.553562, 1.516248, -1.517636], [-5.730642, 3.670598, -0.497386], [-5.694112, 3.713468, -2.254936], [-4.163962, 3.846958, -1.427826], [-5.644242, 1.372448, -1.768926], [-5.269272, 1.599918, -0.185506], [-3.375212, 0.575168, -1.582156], [-2.182772, -0.957832, -3.905456], [-3.172562, -1.799382, -3.051846], [-3.107842, -1.137272, -1.797866], [-2.633522, 0.031908, -3.978516], [-2.084702, -1.282542, -4.941336], [-1.190062, -0.906482, -3.458256], [-2.903022, -2.854922, -3.087916], [-4.165612, -1.631852, -3.468846], [-3.388622, -1.777492, -1.139926], [0.573528, -3.295752, 4.615884], [0.661088, -2.894322, 3.127274], [1.103208, -3.953202, 2.373094], [-0.004852, -2.610912, 5.236014], [1.579058, -3.255832, 5.034724], [0.142138, -4.250402, 4.916944], [1.323448, -2.028692, 3.120794], [-0.304122, -2.641282, 2.688594], [1.439678, -3.678392, 1.517024], [5.764858, -0.687882, 1.774224], [4.771948, -1.790842, 1.652714], [4.080478, -1.398552, 0.480144], [6.315288, -0.959872, 2.674864], [5.379518, 0.304668, 2.007624], [6.438498, -0.560222, 0.926874], [4.127058, -1.723052, 2.528854], [5.206268, -2.782792, 1.528254], [3.408358, -0.741462, 0.675284]], "forces_ev_per_a": [[0.35, 0.48, -0.45], [-0.99, -0.91, 1.18], [0.33, 0.31, -0.17], [0.20, -0.31, 0.19], [0.45, 0.09, -0.03], [-0.21, 0.09, -0.01], [-0.07, -0.03, 0.20], [-0.13, 0.24, -0.72], [-0.14, 0.08, 0.13], [0.19, -0.90, -0.67], [1.57, -1.89, 1.23], [-1.72, 2.02, 0.24], [0.08, 0.09, 0.14], [0.11, -0.10, -0.26], [-0.04, 0.33, -0.13], [0.41, -0.32, 0.26], [-0.16, -0.42, -0.73], [-0.44, 1.23, -0.04], [0.37, -1.23, -1.14], [1.06, 1.38, 0.46], [0.55, -0.14, 1.28], [-0.06, 0.08, 0.61], [0.05, 0.03, -0.32], [0.19, -0.05, -0.27], [-0.79, -0.23, -0.49], [-1.44, -0.01, 0.17], [0.06, 0.23, -0.34], [0.76, 0.43, 0.64], [-1.23, -0.67, -0.02], [-0.06, 0.43, -0.97], [-0.07, 0.13, -0.04], [0.22, 0.02, -0.12], [-0.06, -0.06, 0.00], [-0.23, 0.09, -0.16], [0.46, -0.11, 0.18], [0.16, -0.28, 0.49], [0.16, 0.51, 0.85], [-2.02, 0.76, 0.74], [1.65, 0.45, -0.22], [-0.32, -0.26, -0.24], [0.08, 0.17, 0.01], [0.50, -0.06, -0.34], [0.20, -0.66, 0.17], [0.37, -0.42, -0.92], [-0.48, -0.40, 0.00], [0.57, -0.35, 0.50], [-1.14, -0.25, -1.16], [-0.70, 1.50, 0.37], [0.27, 0.66, -0.07], [0.01, -0.56, -0.16], [-0.15, 0.43, 0.43], [0.30, -0.47, -0.66], [1.08, -0.05, 0.62], [-0.41, -0.82, 0.05], [-0.77, -0.36, -0.36], [1.04, 1.85, -1.57], [-0.19, -0.95, 0.29], [0.34, 0.25, 0.21], [-0.04, -0.36, 0.03], [-0.22, -0.07, -0.03], [-0.06, -0.02, 0.64], [-0.18, -0.46, -0.09], [-0.04, -0.15, 0.66], [0.12, 0.28, 0.40], [-1.05, 0.34, 1.25], [1.13, -1.72, -0.51], [-0.05, 0.55, -0.39], [0.10, -0.19, -0.03], [0.06, -0.34, -0.85], [0.09, 0.19, -0.39], [-0.44, 0.68, 0.47], [0.12, 0.31, -0.10], [1.89, -0.04, 1.82], [-0.56, 2.19, -0.89], [-0.77, -1.23, -1.09], [0.89, 0.30, 0.12], [-0.64, -0.25, -0.16], [-0.07, -0.40, -0.02], [-0.19, -0.56, 0.13], [-0.10, 0.10, -0.06], [-0.10, -0.23, 0.20]]}

---

{"formula": "C18H54O9S9", "method": "ωB97M-V/def2-TZVPD", "charge": 0, "multiplicity": 1, "orbital_gap_ev": 8.596, "symbols": ["C", "S", "O", "C", "H", "H", "H", "H", "H", "H", "C", "S", "O", "C", "H", "H", "H", "H", "H", "H", "C", "S", "O", "C", "H", "H", "H", "H", "H", "H", "C", "S", "O", "C", "H", "H", "H", "H", "H", "H", "C", "S", "O", "C", "H", "H", "H", "H", "H", "H", "C", "S", "O", "C", "H", "H", "H", "H", "H", "H", "C", "S", "O", "C", "H", "H", "H", "H", "H", "H", "C", "S", "O", "C", "H", "H", "H", "H", "H", "H", "C", "S", "O", "C", "H", "H", "H", "H", "H", "H"], "positions_angstrom": [[2.561873, 3.144341, 2.527363], [2.403919, 1.849536, 3.799125], [1.094978, 1.189114, 3.486435], [3.664871, 0.664729, 3.272644], [3.560241, 3.177686, 2.091199], [2.345318, 4.126638, 2.947252], [1.864455, 3.037866, 1.696467], [4.671452, 1.009723, 3.509047], [3.533154, 0.416091, 2.219587], [3.497941, -0.217919, 3.890031], [1.479856, -4.053265, 1.961113], [3.044455, -3.361294, 1.378165], [3.085976, -2.227453, 2.436855], [4.240440, -4.594348, 2.058228], [0.672307, -3.636916, 1.358928], [1.230663, -3.929431, 3.015005], [1.390044, -5.121861, 1.765885], [3.946615, -5.023486, 3.016135], [5.221312, -4.142670, 2.206484], [4.172757, -5.455339, 1.393238], [-1.063707, -0.914649, -4.450954], [0.275186, -0.715025, -5.669810], [1.211420, 0.281672, -4.948920], [0.978871, -2.438647, -5.533150], [-0.617213, -1.232075, -3.508630], [-1.797189, -1.672035, -4.727481], [-1.538660, 0.065248, -4.402864], [2.004441, -2.555409, -5.883407], [0.306409, -2.970830, -6.205945], [0.859417, -2.913169, -4.559165], [-0.664228, 1.197543, 6.751584], [-2.400090, 1.873773, 6.352675], [-2.467344, 3.359684, 6.761925], [-2.121554, 1.879085, 4.490345], [0.072867, 1.740671, 6.160146], [-0.496367, 0.135799, 6.571002], [-0.315991, 1.416575, 7.760971], [-2.958152, 2.046055, 3.811870], [-1.749421, 0.912671, 4.150234], [-1.296260, 2.571077, 4.322595], [-3.140774, 5.700371, -3.086238], [-2.299902, 4.543552, -1.877046], [-3.341268, 3.473283, -1.573643], [-0.959361, 3.873865, -2.938667], [-2.418968, 6.376061, -3.545086], [-3.970632, 6.244726, -2.635564], [-3.514077, 5.017667, -3.849555], [-0.513980, 4.596368, -3.622577], [-1.309395, 3.000704, -3.489259], [-0.091587, 3.557514, -2.359881], [-1.362554, -4.296785, -0.978796], [-2.068633, -3.952910, -2.622336], [-1.133185, -4.615027, -3.561349], [-3.704479, -4.850364, -2.535989], [-0.447508, -3.709441, -1.055095], [-1.076731, -5.343294, -0.872850], [-1.945754, -3.933854, -0.132490], [-4.431497, -4.114681, -2.192013], [-3.579778, -5.631901, -1.786491], [-3.954367, -5.165488, -3.549076], [-0.975094, -0.752744, 0.971931], [0.603651, -0.146436, 0.231590], [0.836379, -1.071798, -0.950748], [-0.109124, 1.417592, -0.403019], [-1.338140, -0.013005, 1.685435], [-1.022785, -1.788240, 1.308953], [-1.742697, -0.780122, 0.198540], [-0.581499, 2.090906, 0.312254], [-0.850081, 1.171399, -1.163585], [0.604888, 2.084333, -0.886498], [6.022848, 3.865250, -1.651383], [5.744807, 2.396587, -0.543456], [5.703915, 2.909429, 0.884499], [3.961049, 1.901938, -0.915064], [5.393591, 4.716322, -1.390989], [5.974860, 3.524317, -2.685582], [7.021273, 4.271722, -1.490041], [3.295799, 2.734010, -0.684415], [3.812579, 1.028695, -0.279835], [3.882850, 1.789087, -1.996387], [-4.770448, -2.412166, -0.236411], [-4.678650, -1.166139, 1.122735], [-3.517956, -1.376159, 2.051787], [-4.451055, 0.261422, -0.087775], [-3.779135, -2.791949, -0.483722], [-5.244862, -2.029516, -1.140068], [-5.267516, -3.275195, 0.206541], [-4.035832, 1.163653, 0.361297], [-5.436451, 0.486379, -0.495807], [-3.697796, 0.100307, -0.858984]], "forces_ev_per_a": [[0.52, 0.48, -0.29], [-0.25, 0.00, -0.67], [-0.14, 0.02, 0.26], [-0.03, 0.18, 0.17], [0.23, -0.09, 0.20], [0.05, -0.13, 0.35], [-0.21, -0.68, 0.22], [-0.05, 0.35, -0.23], [0.03, -0.04, 0.14], [-0.26, -0.03, -0.20], [-0.84, -1.56, -1.01], [-0.20, 1.40, 3.99], [0.67, -0.67, -2.03], [-1.02, -0.57, -0.09], [0.17, 0.44, 0.00], [0.79, 0.55, -0.02], [0.29, -0.27, -0.17], [-0.42, 0.58, 0.22], [-0.12, 0.02, -0.60], [0.70, 0.10, -0.38], [0.12, -0.41, -0.31], [1.93, 0.63, 1.96], [-1.29, -1.40, -1.27], [-0.96, 0.20, -0.17], [0.13, 0.37, 0.07], [0.03, 0.03, -0.32], [0.07, -0.08, 0.18], [-0.13, 0.56, -0.07], [0.10, -0.27, -0.15], [0.03, 0.44, 0.19], [0.30, 0.93, -0.32], [0.78, 1.53, -0.41], [0.42, -2.49, -0.62], [0.78, -0.57, 0.38], [-0.24, 0.05, -0.49], [-0.64, -0.01, -0.21], [-0.90, 0.05, 0.32], [-0.42, 0.55, 0.79], [0.19, -0.29, 0.49], [-0.22, 0.20, -0.01], [0.68, -1.17, -0.20], [-1.03, 0.27, 0.38], [1.36, 0.77, -0.68], [0.05, -0.22, -0.33], [0.04, 0.02, 0.22], [0.27, -0.24, 0.32], [-0.18, 0.12, -0.09], [-0.56, 0.30, -0.11], [-0.20, 0.12, -0.07], [-0.43, -0.05, 0.54], [0.18, 0.17, -0.40], [-0.61, 0.45, 0.49], [-0.13, -0.39, -0.26], [1.16, 0.43, 0.40], [0.10, 0.10, 0.22], [-0.29, -0.08, -0.13], [-0.16, -0.04, -0.15], [0.05, -0.09, -0.04], [-0.34, -0.31, -0.41], [0.14, -0.24, 0.21], [-0.37, 0.76, -0.76], [-0.58, -0.95, -0.21], [-0.22, 0.83, 0.65], [-0.42, 0.35, -0.55], [0.29, -0.37, 0.38], [0.90, 0.30, 0.54], [0.23, 0.36, -0.53], [-0.09, -0.57, 0.61], [-0.08, -0.20, -0.01], [0.63, -0.62, -0.03], [-0.08, -0.26, 0.50], [-0.75, 0.75, 0.86], [0.07, -0.31, -1.19], [1.38, 1.35, -0.39], [-0.58, -0.36, -0.21], [-0.33, 0.15, 0.01], [0.25, -0.61, 0.26], [0.13, -0.02, 0.50], [-0.20, 0.00, -0.40], [0.00, -0.77, 0.08], [0.78, -0.50, 0.88], [-0.40, 1.09, -0.57], [-0.48, -0.13, -1.25], [0.89, -0.05, 0.55], [0.22, 0.49, -0.02], [-0.19, 0.07, 0.33], [-0.41, 0.09, -0.23], [-0.45, -0.05, 0.71], [0.08, -0.17, -0.02], [-0.29, -0.67, -0.27]]}

---

Table of E_HOMO (eV), in record order: -9.054 -8.370
Table of energy above the lowest of the compared OMol25 structures with the same formula, charge and spin (eV), in record order: 4.799 2.569
Table of LUMO level (eV), in record order: 0.31 0.23